Computed, not measured: 4 unconnected molecules or ions with the total composition C17H39B3F2O10, with ωB97M-V with the def2-TZVPD basis set.

Output
SMILES: O=C(F)CB1OBOB(CCCF)O1.COCCOC.COCCOC.COCCOC
Gap between HOMO and LUMO in Eh: 0.3317
E_HOMO in eV: -8.95
LUMO in hartree: 0.0029

Positions of all 71 atoms, in Å:
O 2.25 -0.43 2.54
C 2.61 -0.46 1.26
F 3.11 -1.77 0.73
C 2.48 0.81 0.20
B 2.66 2.28 0.91
O 3.11 2.55 2.29
B 2.22 3.57 2.95
O 1.62 4.73 2.19
B 1.16 4.08 0.92
C -0.40 3.96 0.44
C -0.96 2.41 0.76
C -2.52 2.44 1.31
F -2.66 1.32 2.29
O 2.28 3.49 0.09
H 1.38 0.80 -0.27
H 3.21 0.61 -0.69
H 1.92 3.52 4.10
H -1.12 4.76 0.96
H -0.49 4.08 -0.74
H -0.83 1.74 -0.22
H -0.30 1.87 1.59
H -3.25 2.22 0.40
H -2.74 3.50 1.81
C 4.33 -2.52 -5.87
O 4.42 -1.13 -6.19
C 3.23 -0.42 -5.83
C 3.40 0.33 -4.51
O 3.56 -0.57 -3.41
C 4.93 -0.70 -3.02
H 5.34 -2.94 -5.91
H 3.92 -2.69 -4.87
H 3.71 -3.03 -6.62
H 2.37 -1.10 -5.79
H 3.04 0.30 -6.63
H 2.50 0.91 -4.32
H 4.24 1.03 -4.57
H 5.24 0.18 -2.45
H 5.59 -0.84 -3.88
H 5.01 -1.59 -2.38
C -3.41 -0.51 -1.77
O -2.06 -0.21 -2.12
C -1.24 -1.38 -2.17
C -1.03 -1.86 -3.61
O -2.25 -2.32 -4.19
C -2.84 -1.34 -5.05
H -4.03 0.36 -2.02
H -3.79 -1.38 -2.32
H -3.47 -0.70 -0.70
H -1.66 -2.18 -1.55
H -0.27 -1.11 -1.75
H -0.34 -2.71 -3.60
H -0.58 -1.07 -4.23
H -2.30 -1.32 -6.00
H -2.83 -0.35 -4.61
H -3.88 -1.63 -5.24
C -3.57 -0.69 4.61
O -2.94 -1.88 5.09
C -1.62 -1.63 5.58
C -1.60 -1.55 7.11
O -2.33 -0.41 7.58
C -3.63 -0.75 8.05
H -4.65 -0.89 4.52
H -3.44 0.15 5.30
H -3.17 -0.43 3.63
H -1.20 -0.72 5.13
H -1.00 -2.47 5.27
H -0.57 -1.43 7.44
H -1.99 -2.47 7.56
H -3.56 -1.21 9.03
H -4.14 -1.42 7.36
H -4.21 0.17 8.13



Computed, not measured: a molecular structure, C16H38F3O6Zn, with ωB97M-V with the def2-TZVPD basis set.

Output
Total charge: +1
Gap between HOMO and LUMO in Eh: 0.2962
E_HOMO in eV: -11.34
LUMO in hartree: -0.1206

Positions of all 64 atoms, in Å:
Zn -0.15 1.22 0.09
C 0.51 -2.13 0.38
O -0.62 -2.63 -0.15
O 0.23 -0.77 0.47
C 1.03 -3.06 1.57
F 2.08 -2.66 2.25
F 0.08 -2.97 2.49
F 1.37 -4.33 1.26
C -0.84 -3.89 -0.72
C -0.09 -4.33 -1.95
H 0.97 -4.07 -1.95
H -0.25 -5.41 -2.02
H -0.54 -4.00 -2.89
H -1.89 -3.81 -1.01
H -0.78 -4.61 0.10
H 1.28 -2.30 -0.37
C -2.45 0.00 -3.64
C -1.27 -0.17 -2.62
C 0.16 -0.27 -3.17
O -1.27 0.87 -1.66
H -2.45 0.84 -4.34
H -3.46 0.04 -3.25
H -2.52 -0.88 -4.28
H -1.55 -1.11 -2.13
H 0.59 0.61 -3.64
H 0.32 -1.13 -3.83
H 0.78 -0.51 -2.30
H -1.72 1.60 -2.09
C -3.58 1.01 2.48
C -3.06 0.98 1.10
C -4.21 1.20 0.07
O -1.99 1.90 0.88
H -3.88 2.06 2.60
H -2.79 1.02 3.23
H -4.37 0.32 2.79
H -2.71 -0.03 0.89
H -4.27 2.28 -0.06
H -5.15 0.81 0.46
H -4.11 0.67 -0.87
H -2.30 2.75 1.22
C 3.57 0.32 -2.19
C 3.15 0.88 -0.85
C 4.05 1.99 -0.42
O 1.89 1.40 -1.02
H 4.63 0.06 -2.21
H 3.57 1.10 -2.95
H 3.03 -0.59 -2.44
H 3.10 0.12 -0.08
H 5.04 1.54 -0.49
H 3.97 2.27 0.63
H 4.09 2.82 -1.13
H 2.05 2.32 -1.24
C 2.08 0.94 3.44
C 0.78 1.44 2.80
C 0.13 2.46 3.83
O 1.06 1.96 1.54
H 1.95 0.54 4.45
H 2.82 1.74 3.47
H 2.47 0.11 2.85
H 0.06 0.63 2.69
H 0.24 2.13 4.86
H -0.93 2.45 3.58
H 0.49 3.49 3.78
H 1.59 2.74 1.71



Computed, not measured: a molecular structure, C27H19ClF9MgNO7S2, with ωB97M-V with the def2-TZVPD basis set.

Output
Total charge: -2
Gap between HOMO and LUMO in Eh: 0.2198
E_HOMO in eV: -1.81
LUMO in hartree: 0.1532

Positions of all 67 atoms, in Å:
Mg -0.90 0.23 0.47
F -2.93 5.29 1.68
C -2.53 4.03 1.93
F -2.52 3.86 3.26
F -3.41 3.20 1.40
S -0.82 3.77 1.27
O -0.55 2.37 1.50
O -0.06 4.75 1.96
N -0.92 4.14 -0.26
S -1.32 3.08 -1.35
O -0.34 2.97 -2.39
O -1.94 1.88 -0.82
C -2.73 3.94 -2.17
F -3.72 4.17 -1.32
F -3.18 3.19 -3.17
F -2.33 5.11 -2.68
C 0.30 1.28 -5.59
O 0.54 -0.10 -5.75
C 0.27 -0.89 -4.66
C 0.47 -2.27 -4.84
C 0.23 -3.10 -3.78
C -0.23 -2.65 -2.54
C -0.54 -3.62 -1.47
C 0.31 -4.88 -1.37
O -1.42 -3.46 -0.64
C -0.43 -1.25 -2.34
O -0.79 -0.73 -1.24
C -0.15 -0.39 -3.45
H 0.53 1.74 -6.56
H 0.94 1.72 -4.82
H -0.74 1.48 -5.33
H 0.81 -2.64 -5.80
H 0.38 -4.17 -3.92
H 1.11 -4.95 -2.10
H -0.34 -5.76 -1.43
H 0.75 -4.88 -0.37
H -0.29 0.67 -3.27
F 5.69 -4.73 5.45
C 5.97 -3.45 5.13
F 6.21 -2.80 6.30
F 7.17 -3.47 4.49
C 4.90 -2.80 4.32
C 5.03 -1.46 3.98
C 4.06 -0.83 3.22
C 2.92 -1.53 2.78
C 2.81 -2.88 3.15
C 3.78 -3.51 3.90
C 1.92 -0.90 2.00
C 1.06 -0.35 1.32
H 5.90 -0.90 4.31
H 4.15 0.21 2.96
H 1.93 -3.43 2.82
H 3.67 -4.55 4.17
Cl -8.12 -0.42 -0.12
C -6.45 -0.48 0.44
C -6.05 0.34 1.49
C -4.74 0.28 1.93
C -3.78 -0.58 1.36
C -2.40 -0.61 1.79
C -4.24 -1.39 0.29
C -5.55 -1.34 -0.16
H -6.76 1.01 1.95
H -4.44 0.92 2.75
H -1.96 -1.61 1.69
H -2.23 -0.22 2.79
H -3.53 -2.05 -0.19
H -5.87 -1.97 -0.98



Computed, not measured: a molecular structure, C33H52BN6OS5Sn, with ωB97M-V with the def2-TZVPD basis set.

Output
Total charge: +1
Gap between HOMO and LUMO in Eh: 0.2864
E_HOMO in eV: -9.95
LUMO in hartree: -0.0793

Positions of all 99 atoms, in Å:
Sn -0.33 0.17 0.15
C -4.02 1.01 -0.20
C -3.96 0.48 1.18
C -3.77 -0.85 1.10
C -3.71 -1.24 -0.34
C -3.81 -0.14 -1.10
C -3.81 -0.05 -2.59
C -3.57 -2.65 -0.83
C -3.65 -1.78 2.27
C -4.05 1.31 2.42
C -4.20 2.28 -0.55
H -2.83 0.26 -2.98
H -4.54 0.68 -2.95
H -4.05 -1.01 -3.05
H -2.54 -2.87 -1.14
H -4.21 -2.83 -1.69
H -3.84 -3.38 -0.06
H -2.75 -1.56 2.86
H -3.59 -2.82 1.96
H -4.50 -1.68 2.94
H -3.06 1.62 2.77
H -4.53 0.77 3.23
H -4.62 2.23 2.25
H -4.21 2.59 -1.59
H -2.21 3.08 0.08
H -4.47 3.04 0.18
C -0.33 -0.32 -5.13
C 0.73 0.70 -4.70
C 0.03 1.93 -4.12
C 1.59 1.14 -5.88
N 1.64 -0.01 -3.73
C 2.33 -1.13 -4.17
C 3.03 -1.61 -3.13
N 2.78 -0.81 -2.04
B 3.42 -1.19 -0.68
N 2.68 -2.37 0.01
C 3.37 -3.15 0.91
C 2.51 -4.04 1.43
N 1.27 -3.81 0.85
C 1.41 -2.78 -0.02
S 0.15 -2.11 -1.01
C 0.03 -4.57 1.19
C -1.00 -3.62 1.79
C -0.49 -5.28 -0.05
C 0.37 -5.63 2.24
N 3.61 0.03 0.25
C 4.67 0.87 0.02
C 4.60 1.88 0.90
N 3.49 1.66 1.70
C 2.89 0.52 1.28
S 1.47 -0.24 1.94
C 3.13 2.70 2.74
C 4.37 2.91 3.62
C 2.79 3.98 1.97
C 1.97 2.32 3.63
C 1.92 0.16 -2.42
S 1.34 1.42 -1.37
H -1.08 0.18 -5.76
H -0.84 -0.74 -4.26
H 0.09 -1.14 -5.71
H -0.56 2.35 -4.93
H 0.74 2.68 -3.78
H -0.64 1.68 -3.30
H 0.95 1.67 -6.60
H 2.05 0.31 -6.40
H 2.37 1.83 -5.55
H 2.27 -1.48 -5.19
H 3.69 -2.46 -3.07
H 4.53 -1.59 -0.94
H 4.42 -3.00 1.10
H 2.68 -4.81 2.16
H -1.41 -2.93 1.05
H -0.56 -3.04 2.61
H -1.83 -4.20 2.20
H -0.75 -4.58 -0.85
H -1.40 -5.84 0.21
H 0.25 -5.99 -0.43
H 0.72 -5.18 3.17
H 1.11 -6.34 1.88
H -0.54 -6.18 2.47
H 5.39 0.67 -0.76
H 5.24 2.73 1.03
H 5.23 3.28 3.07
H 4.64 1.98 4.12
H 4.13 3.65 4.38
H 3.62 4.33 1.36
H 2.52 4.76 2.67
H 1.93 3.81 1.32
H 2.14 1.38 4.15
H 1.03 2.26 3.09
H 1.87 3.11 4.38
C -3.57 5.56 2.73
O -2.91 4.75 1.72
C -1.62 4.52 1.86
S -0.64 5.07 3.04
S -1.01 3.51 0.56
H -4.61 5.57 2.44
H -3.15 6.56 2.72
H -3.43 5.11 3.71



Computed, not measured: a single C4H5N3 molecule, with ωB97M-V with the def2-TZVPD basis set.

Output
SMILES: [H]/N=C/N1C[C@H]1C#N
Gap between HOMO and LUMO in Eh: 0.3829
E_HOMO in eV: -9.86
LUMO in hartree: 0.0205

Positions of all 12 atoms, in Å:
C 1.50 -0.39 -0.53
C -0.44 1.37 0.02
C -1.05 0.04 0.52
C -2.25 -0.66 0.03
H 3.03 -1.42 -0.01
H 2.01 0.30 -1.07
H 0.23 1.53 0.91
H -0.89 2.07 -0.63
H -0.95 -0.45 1.44
N 1.94 -1.36 0.26
N 0.15 0.11 -0.53
N -3.27 -1.15 -0.42



Computed, not measured: a molecular structure, C14H25I2NO4PmRuS2, with ωB97M-V with the def2-TZVPD basis set.

Output
Total charge: +4
Gap between HOMO and LUMO (alpha / beta) in Eh: 0.2394 / 0.1796
Spin multiplicity: 10
Expectation value of S²: 24.7836
E_HOMO (alpha / beta) in eV: -20.44 / -21.64
LUMO (alpha / beta) in hartree: -0.5119 / -0.6155

Positions of all 50 atoms, in Å:
I 3.48 1.30 2.73
I 3.84 2.18 0.11
Ru -0.65 0.67 -2.00
Pm 1.21 0.06 0.63
S -0.07 2.35 -0.07
S 1.69 0.56 -1.97
C -2.06 0.01 -0.96
C -1.21 3.64 0.64
C 2.88 -0.91 -2.19
C -1.13 4.89 -0.21
C -2.61 3.07 0.63
C -0.77 3.98 2.06
C 3.95 -0.18 -2.98
C 2.12 -1.96 -2.98
C 3.42 -1.44 -0.87
C -1.38 2.16 -2.94
C -0.87 -0.55 -3.41
O -2.95 -0.21 -0.24
O -1.89 3.11 -3.34
O -0.95 -1.32 -4.30
H -1.36 4.68 -1.26
H -0.13 5.34 -0.16
H -1.86 5.62 0.17
H -2.92 2.80 -0.38
H -3.31 3.85 0.97
H -2.69 2.19 1.27
H -0.75 3.10 2.71
H -1.48 4.71 2.48
H 0.23 4.44 2.07
H 4.76 -0.86 -3.26
H 4.36 0.62 -2.35
H 3.51 0.26 -3.88
H 2.80 -2.76 -3.31
H 1.63 -1.52 -3.86
H 1.34 -2.43 -2.37
H 4.23 -2.14 -1.11
H 2.67 -1.99 -0.28
H 3.86 -0.62 -0.28
C 0.18 -4.46 -0.77
N -0.25 -4.18 0.62
C -0.86 -5.29 1.36
C -0.22 -2.97 1.16
O 0.19 -1.90 0.57
H 0.04 -5.54 -0.92
H 1.26 -4.24 -0.93
H -0.44 -3.92 -1.52
H -0.37 -5.34 2.35
H -1.94 -5.10 1.46
H -0.67 -6.20 0.78
H -0.56 -2.93 2.22



Computed, not measured: a molecular structure, C15H31FHfP2, with ωB97M-V with the def2-TZVPD basis set.

Output
Total charge: +2
Gap between HOMO and LUMO in Eh: 0.2859
E_HOMO in eV: -14.66
LUMO in hartree: -0.2530

Positions of all 50 atoms, in Å:
P -0.04 1.22 -1.94
P 0.79 -2.21 0.03
C 1.02 -0.33 -2.28
C 0.53 -1.70 -1.73
H 2.06 -0.08 -1.93
H 1.04 -0.40 -3.38
H -0.52 -1.91 -2.01
H 1.14 -2.45 -2.26
C 2.54 -2.05 0.38
H 2.72 -2.17 1.46
H 2.99 -1.11 0.04
H 3.01 -2.89 -0.14
C 0.47 -3.97 -0.02
H 1.24 -4.42 -0.64
H -0.54 -4.18 -0.43
H 0.51 -4.38 0.99
C 0.98 2.38 -2.92
H 0.65 3.40 -2.68
H 0.82 2.17 -3.98
H 2.06 2.27 -2.68
C -1.45 0.91 -3.04
H -1.89 -0.09 -2.89
H -1.12 1.03 -4.07
H -2.20 1.68 -2.79
Hf -1.07 1.31 2.62
C -0.19 -1.64 1.42
C 0.41 -0.30 2.00
C 0.93 0.67 0.89
C 0.21 2.04 0.65
C -1.15 1.99 -0.09
C -2.15 1.02 0.46
C -1.85 -0.40 0.00
C -1.69 -1.49 1.10
C -0.25 2.89 3.93
H -0.03 -2.44 2.16
H 1.14 -0.48 2.79
H 1.05 0.13 -0.08
H 2.00 0.89 1.12
H 0.08 2.59 1.73
H 0.93 2.79 0.22
H -1.54 2.99 -0.29
H -3.22 1.27 0.53
H -0.87 -0.35 -0.54
H -2.52 -0.75 -0.84
H -2.29 -1.30 2.02
H -2.03 -2.43 0.65
H -0.84 2.89 4.88
H -0.25 3.94 3.55
H 0.81 2.67 4.20
F -2.42 0.76 3.83



Computed, not measured: a molecular structure, C6H10N2O2, with ωB97M-V with the def2-TZVPD basis set.

Output
Gap between HOMO and LUMO in Eh: 0.3525
E_HOMO in eV: -8.94
LUMO in hartree: 0.0240

Positions of all 20 atoms, in Å:
C -0.48 -0.54 0.18
C -1.23 0.63 -0.45
C -0.62 -1.80 -0.67
C -0.85 -0.83 1.63
N 1.25 0.97 -0.57
C 1.45 -0.27 -0.19
C -0.05 1.38 0.05
N 2.31 1.87 -0.84
O 2.24 -1.13 -0.02
O -0.07 2.41 0.73
H 2.31 2.54 -0.07
H 2.02 2.40 -1.67
H -2.15 0.92 0.06
H -1.32 0.60 -1.53
H -0.02 -2.63 -0.28
H -0.30 -1.63 -1.70
H -1.66 -2.15 -0.69
H -0.21 -1.62 2.05
H -0.74 0.05 2.27
H -1.89 -1.18 1.72



Computed, not measured: a molecular structure, C3H8NO2S, with ωB97M-V with the def2-TZVPD basis set.

Output
Total charge: +1
Gap between HOMO and LUMO in Eh: 0.3544
E_HOMO in eV: -13.54
LUMO in hartree: -0.1432

Positions of all 15 atoms, in Å:
C 0.16 0.40 0.11
C -2.26 0.63 -0.71
C -1.11 -0.21 -0.26
N -0.74 -0.14 1.20
O 0.64 1.62 0.13
O 3.58 -1.23 -0.22
S 1.91 0.36 -0.02
H -2.27 0.66 -1.80
H -2.17 1.65 -0.35
H -3.21 0.20 -0.38
H -1.08 -1.23 -0.65
H 4.21 -1.20 0.50
H -0.51 -0.98 1.72
H -1.22 0.56 1.77
H 4.06 -1.09 -1.04



| no. | calculated total energy (Ha) |
| --- | --- |
| 1 | -1697.77467 |
| 2 | -3162.51401 |
| 3 | -3977.31187 |
| 4 | -3922.52042 |
| 5 | -319.53918 |
| 6 | -2997.57302 |
| 7 | -1420.09776 |
| 8 | -494.52853 |
| 9 | -722.17844 |